(1)
{
  "formula": "C41H74NO29",
  "method": "wB97M-V/def2-TZVPD",
  "gap_ev": 6.4,
  "homo_ha": -0.418,
  "charge": 1,
  "energy_ha": -3842.96159,
  "lumo_ev": -4.95,
  "species": ["C", "C", "C", "C", "C", "C", "N", "O", "C", "C", "C", "H", "H", "H", "H", "H", "H", "H", "H", "H", "H", "H", "H", "H", "H", "H", "H", "H", "H", "C", "C", "O", "C", "O", "O", "H", "H", "H", "H", "C", "C", "O", "C", "O", "O", "H", "H", "H", "H", "C", "C", "O", "C", "O", "O", "H", "H", "H", "H", "C", "C", "O", "C", "O", "O", "H", "H", "H", "H", "C", "C", "O", "C", "O", "O", "H", "H", "H", "H", "C", "C", "O", "C", "O", "O", "H", "H", "H", "H", "C", "C", "O", "C", "O", "O", "H", "H", "H", "H", "C", "C", "O", "C", "O", "O", "H", "H", "H", "H", "C", "C", "O", "H", "H", "H", "H", "H", "H", "C", "C", "O", "H", "H", "H", "H", "H", "H", "C", "C", "O", "H", "H", "H", "H", "H", "H", "C", "C", "O", "H", "H", "H", "H", "H", "H"],
  "positions_angstrom": [[0.7494, 1.1121, 2.6373], [0.0866, 0.1840, 1.6209], [-1.4182, 0.5632, 1.5599], [-2.1315, -0.2466, 0.4543], [-1.4547, 0.0503, -0.9073], [0.0961, -0.0421, -0.9693], [0.5920, 0.6023, 0.2783], [1.7212, 1.1669, 0.2169], [0.4997, 0.6127, -2.2925], [0.4974, -1.5064, -1.0811], [0.4862, -1.2307, 1.9595], [1.8015, 0.8445, 2.7416], [0.3181, 1.0196, 3.6358], [0.6867, 2.1907, 2.4884], [-1.5129, 1.6484, 1.5020], [-1.8578, 0.3651, 2.5406], [-3.1809, 0.0432, 0.4165], [-2.0464, -1.3325, 0.5285], [-1.7473, 1.0877, -1.0961], [-1.9871, -0.5120, -1.6731], [1.5229, 0.4120, -2.6004], [0.1610, 1.6493, -2.2408], [-0.0903, 0.3334, -3.1680], [0.3680, -1.9404, -2.0729], [0.0052, -2.2278, -0.4298], [1.5696, -1.6636, -0.9377], [-0.2599, -1.9763, 1.6806], [0.5906, -1.3790, 3.0335], [1.4078, -1.5099, 1.4500], [5.4315, -1.8179, -5.7571], [4.4599, -2.0717, -6.9212], [3.1520, -2.1832, -6.3670], [3.2281, -1.7034, -5.1176], [2.3127, -1.7796, -4.3529], [4.4866, -1.2044, -4.9037], [6.2250, -1.1185, -6.0081], [5.8513, -2.7863, -5.4778], [4.5628, -3.0194, -7.4426], [4.4981, -1.1045, -7.4248], [-6.4559, 1.4007, -2.1419], [-5.7677, 2.7353, -2.1703], [-4.5341, 2.4551, -2.7705], [-4.3909, 1.1583, -3.0517], [-3.4032, 0.6121, -3.4467], [-5.4957, 0.4578, -2.6754], [-7.2952, 1.3391, -2.8334], [-6.7396, 1.0221, -1.1615], [-5.5433, 3.2373, -1.2269], [-6.3503, 3.5100, -2.6714], [-4.8217, -4.1296, -0.4847], [-3.9820, -5.3721, -0.4541], [-3.0692, -5.0660, -1.5280], [-3.0072, -3.7209, -1.6901], [-2.2598, -3.0668, -2.3539], [-3.9682, -3.1109, -0.8815], [-5.1324, -4.0012, 0.5555], [-5.7676, -4.2917, -1.0041], [-4.6151, -6.2509, -0.5580], [-3.4728, -5.4517, 0.5075], [-1.2564, 5.4271, 5.8711], [-0.1444, 4.5548, 5.3775], [-0.5613, 4.2429, 3.9907], [-1.8568, 4.6074, 3.8909], [-2.4683, 4.5178, 2.8606], [-2.3421, 4.9266, 5.1033], [-1.1605, 6.5106, 5.8216], [-1.3814, 5.1881, 6.9283], [0.1211, 3.6228, 5.8704], [0.7451, 5.1805, 5.2955], [0.3648, -5.5554, 0.5324], [0.4097, -6.3780, -0.7460], [1.7348, -6.0959, -1.1507], [2.4315, -5.3661, -0.2709], [3.5796, -5.0480, -0.4256], [1.6675, -5.0983, 0.7966], [-0.1130, -6.1614, 1.3041], [-0.2767, -4.6699, 0.5202], [-0.3573, -6.0940, -1.4624], [0.3535, -7.4111, -0.4044], [6.5814, -1.8695, -0.5816], [5.6156, -2.0964, -1.8082], [4.3069, -1.8237, -1.3043], [4.3817, -1.4930, -0.0102], [3.5042, -1.0694, 0.6901], [5.6429, -1.4568, 0.3563], [7.2987, -1.0783, -0.7807], [6.8847, -2.8359, -0.1820], [5.6790, -3.1279, -2.1503], [5.9209, -1.4250, -2.6092], [4.4654, 1.9542, -5.1297], [3.1141, 1.7190, -4.4119], [2.8470, 2.9671, -3.8188], [3.9014, 3.7594, -3.8093], [3.9694, 4.8052, -3.2366], [4.9142, 3.0807, -4.3821], [4.5112, 2.0547, -6.2148], [5.1044, 1.0898, -4.9515], [3.2570, 0.8692, -3.7473], [2.4460, 1.4630, -5.2347], [-4.8149, 1.0153, 4.7962], [-4.3376, 1.9960, 3.7120], [-5.0384, 3.1596, 3.9669], [-6.0492, 3.0213, 4.8419], [-6.8568, 3.7898, 5.2335], [-5.9947, 1.7027, 5.3150], [-4.0752, 1.0240, 5.5955], [-5.0551, 0.0133, 4.4495], [-4.3889, 1.6132, 2.6914], [-3.3316, 2.3967, 3.8423], [-0.8336, -1.5380, 6.9961], [-1.8236, -0.4628, 6.5529], [-1.6766, -0.2953, 5.1201], [-1.1634, -2.5090, 6.6330], [-0.9135, -1.5391, 8.0875], [0.2089, -1.2762, 6.8264], [-1.6663, 0.5111, 7.0129], [-2.8751, -0.7499, 6.5943], [-2.2137, -0.9286, 4.6395], [3.9873, 0.6323, 5.1846], [5.3484, 0.8991, 4.5533], [6.4345, 0.6034, 5.4225], [3.1770, 1.1151, 4.6354], [3.8938, 1.0903, 6.1711], [3.7611, -0.4256, 5.3292], [5.3650, 1.9861, 4.4518], [5.5429, 0.4913, 3.5605], [6.3841, -0.2412, 5.8764], [-0.8294, 4.4081, -1.7424], [-1.1420, 4.8314, -0.3097], [-1.2090, 3.7439, 0.6095], [-0.1858, 3.5348, -1.6281], [-0.3977, 5.2092, -2.3404], [-1.6786, 4.0801, -2.3457], [-2.1196, 5.3207, -0.3020], [-0.3714, 5.5575, -0.0440], [-1.0034, 4.2644, 1.3926], [-1.3685, 0.0583, -6.1854], [-1.2025, -1.4628, -6.0135], [-0.1775, -1.9700, -6.8378], [-2.1201, 0.4596, -5.5057], [-1.5453, 0.2917, -7.2359], [-0.4826, 0.6597, -5.9585], [-2.1745, -1.9237, -6.1960], [-1.0716, -1.6888, -4.9506], [0.6406, -1.8512, -6.3464]],
  "forces_ev_per_a": [[0.81, 0.31, 0.83], [-1.14, 2.84, 1.35], [-0.31, -1.55, 0.34], [1.20, 0.47, -0.54], [-1.38, 1.32, 0.80], [-2.85, -0.77, -2.00], [6.89, -0.05, -1.13], [-5.16, -1.68, 0.11], [-0.10, 1.12, 0.20], [1.35, -1.64, 0.59], [-0.31, -1.40, -0.49], [0.05, 0.09, -0.06], [-0.34, -0.68, -0.17], [-0.11, -0.09, -0.80], [0.02, -0.01, -0.76], [0.21, -0.37, 0.12], [-0.03, -0.18, -0.18], [-0.28, -0.01, 0.88], [0.36, 0.19, -0.31], [0.70, -0.30, -0.22], [0.15, 0.49, 0.43], [1.03, 0.38, 0.07], [-0.42, -1.03, 0.54], [-0.54, 0.82, -0.29], [-0.23, 0.42, 0.24], [0.08, 0.34, 0.29], [-0.12, 0.19, -0.26], [0.20, 0.57, 0.03], [0.14, 0.08, 0.31], [-1.06, -1.02, -1.54], [0.45, 0.50, -0.79], [0.47, 0.21, 0.88], [-0.50, -0.92, -0.17], [0.71, 0.91, 0.11], [-0.37, 0.05, 2.16], [-0.11, 0.02, 0.06], [-0.08, 0.24, 1.10], [0.63, 0.56, -0.64], [-0.22, -0.61, -1.21], [-0.65, -1.46, -0.26], [-0.36, 1.21, 0.86], [1.03, 0.41, -1.08], [0.09, -1.45, 0.78], [-0.22, 0.70, -0.23], [0.30, 1.04, 0.03], [-0.22, 0.25, 0.29], [-0.10, 0.26, 0.02], [-0.08, -0.65, 0.41], [0.22, -0.28, -0.74], [-1.64, -1.04, 2.67], [-0.23, 0.63, -0.03], [0.54, -0.29, -0.26], [-0.32, 1.34, 0.48], [-0.26, -1.20, 0.41], [0.70, -0.41, -1.30], [-0.07, 0.64, -0.02], [0.35, 0.59, -0.88], [0.52, -0.22, -0.74], [0.50, -0.03, -0.23], [-0.28, -1.30, 1.67], [1.62, 0.91, -1.95], [0.31, 0.65, 1.11], [-0.28, -1.08, -0.80], [0.15, 0.41, 1.10], [-0.85, 0.89, -0.33], [0.21, -0.08, -0.64], [-0.59, 0.09, -0.03], [-0.56, 0.06, 0.26], [0.28, -0.38, -0.04], [-2.33, 0.72, 0.70], [0.53, 0.37, 1.53], [0.45, -0.27, -1.68], [1.09, -0.22, -0.39], [-1.05, -0.02, 0.31], [0.28, -0.14, 0.49], [0.84, -0.03, 0.54], [0.00, 0.12, -0.56], [0.31, -0.13, -0.26], [-0.09, -0.23, -0.78], [-1.90, -1.23, -1.25], [1.37, -0.34, 0.16], [-0.29, -0.27, -0.44], [0.35, 1.56, -0.41], [-0.49, -0.74, -0.36], [0.31, 1.00, 2.64], [0.31, -0.36, 0.32], [1.14, 0.24, -0.45], [-0.28, 0.04, -0.06], [-0.66, 0.11, -0.11], [0.14, -0.59, 1.36], [1.15, -0.48, -2.41], [-2.42, -0.80, 0.22], [1.01, -0.04, 1.05], [0.06, -0.50, -0.79], [1.71, 0.79, -1.06], [-0.57, 0.86, 0.04], [0.28, 0.31, 0.39], [-0.44, 0.41, 0.55], [-0.87, 0.14, 0.65], [-0.24, 1.64, 0.47], [1.54, -0.44, 0.34], [-1.98, 2.13, -0.48], [0.36, -2.45, 0.70], [0.41, 0.35, -0.54], [0.28, -0.07, -0.53], [-0.09, -0.47, 0.06], [-0.16, 0.10, 0.06], [-0.62, 0.28, -0.11], [0.46, -1.11, 0.00], [-1.08, 0.84, 1.53], [0.13, -0.88, -1.92], [0.56, 1.00, -0.54], [0.45, -0.03, -0.15], [0.01, -0.44, 0.12], [-0.12, -0.11, -0.62], [0.05, -0.06, 0.00], [0.07, -0.15, 1.24], [-0.04, -0.17, 0.29], [-0.31, -0.28, 0.12], [-0.11, 0.69, 0.86], [0.34, 0.37, 0.05], [0.06, -0.27, -0.41], [0.52, 0.05, 0.08], [-0.03, -0.07, -0.24], [0.38, 0.04, -0.20], [-0.44, -0.37, 0.03], [-0.42, -0.15, -0.30], [-0.35, -0.73, 0.16], [-0.80, 0.51, -1.60], [1.02, 0.56, -0.50], [0.48, 0.28, -0.46], [0.45, -0.07, 0.29], [-0.32, -0.12, 0.41], [0.08, 0.33, 0.14], [-0.01, -0.07, 0.41], [-0.44, -0.91, 0.79], [0.37, 0.01, -0.02], [-0.56, 1.30, 0.75], [-0.14, -0.29, 0.15], [-0.36, -0.14, -0.32], [-0.50, -0.02, 0.06], [0.42, -0.45, 0.21], [0.21, -0.24, -0.71], [0.53, -0.07, 0.06], [0.11, -0.12, -0.09]]
}

---

(2)
{
  "formula": "C26H35BrF15NO12",
  "method": "wB97M-V/def2-TZVPD",
  "gap_ev": 10.2,
  "homo_ha": -0.367,
  "smiles": "COC[C@@H]1CC(=O)N[C@H]1Br.CCOC(=O)C(F)(F)F.CCOC(=O)C(F)(F)F.CCOC(=O)C(F)(F)F.CCOC(=O)C(F)(F)F.CCOC(=O)C(F)(F)F",
  "charge": 0,
  "energy_ha": -6041.25980,
  "lumo_ev": 0.26,
  "species": ["C", "O", "C", "C", "C", "C", "O", "N", "C", "Br", "H", "H", "H", "H", "H", "H", "H", "H", "H", "H", "C", "C", "O", "C", "O", "C", "F", "F", "F", "H", "H", "H", "H", "H", "C", "C", "O", "C", "O", "C", "F", "F", "F", "H", "H", "H", "H", "H", "C", "C", "O", "C", "O", "C", "F", "F", "F", "H", "H", "H", "H", "H", "C", "C", "O", "C", "O", "C", "F", "F", "F", "H", "H", "H", "H", "H", "C", "C", "O", "C", "O", "C", "F", "F", "F", "H", "H", "H", "H", "H"],
  "positions_angstrom": [[-2.1795, -4.7465, 3.9406], [-0.8285, -4.4152, 3.4635], [-0.7022, -4.5318, 2.0030], [-1.9015, -3.8229, 1.1389], [-2.7734, -4.8571, 0.1564], [-3.7540, -3.7187, -0.5222], [-5.0840, -3.7199, -0.7416], [-2.7151, -2.6293, -0.8575], [-1.4096, -2.7867, -0.0545], [-0.4419, -1.1467, 0.5556], [-2.7752, -3.7603, 4.2410], [-2.0582, -5.3500, 4.9624], [-2.8058, -5.4333, 3.2296], [0.3012, -3.9540, 1.7122], [-0.5541, -5.6300, 1.6067], [-2.7326, -3.1998, 1.6814], [-2.1952, -5.2593, -0.7997], [-3.2338, -5.6763, 0.8551], [-2.5330, -2.6218, -1.8960], [-0.6867, -3.2480, -0.8579], [4.9171, -8.1483, 2.9395], [4.3897, -9.0613, 1.8465], [2.9940, -8.8193, 1.6103], [2.6947, -7.7137, 0.8607], [3.5374, -6.9467, 0.4020], [1.1860, -7.5968, 0.6474], [0.4765, -7.7629, 1.8003], [0.7172, -8.5345, -0.2250], [0.8094, -6.3875, 0.1437], [4.3188, -8.2550, 3.8497], [5.9591, -8.3820, 3.1692], [4.8581, -7.0963, 2.6425], [4.4832, -10.1048, 2.1676], [4.9638, -8.9569, 0.9178], [-4.8827, 1.0161, -0.7194], [-5.6242, 1.4689, 0.5262], [-4.7614, 1.4335, 1.6737], [-3.8799, 2.4738, 1.7943], [-3.7963, 3.3994, 0.9912], [-3.0560, 2.3391, 3.0743], [-2.5470, 1.0850, 3.2436], [-3.7947, 2.6025, 4.1900], [-1.9899, 3.1874, 3.1156], [-4.4411, 0.0268, -0.5640], [-5.5575, 0.9738, -1.5772], [-4.0599, 1.6962, -0.9623], [-6.4520, 0.7797, 0.7275], [-6.0597, 2.4675, 0.3993], [-7.6487, 7.1265, -2.8686], [-7.3377, 7.0146, -1.3864], [-8.2744, 6.1432, -0.7338], [-8.0631, 4.8012, -0.9012], [-7.1431, 4.3286, -1.5639], [-9.0979, 3.9894, -0.1232], [-10.3721, 4.4356, -0.3176], [-8.8806, 4.0364, 1.2224], [-9.1053, 2.6688, -0.4608], [-8.6848, 7.4451, -3.0197], [-6.9817, 7.8448, -3.3505], [-7.5368, 6.1613, -3.3729], [-7.4384, 8.0002, -0.9181], [-6.3086, 6.6782, -1.2114], [2.0633, 1.9465, 0.6645], [3.3632, 2.6874, 0.9242], [4.4796, 1.7846, 0.8903], [4.9145, 1.4141, -0.3537], [4.4072, 1.8035, -1.4024], [6.1288, 0.4921, -0.2499], [5.9534, -0.5098, 0.6589], [7.2509, 1.1634, 0.1375], [6.4390, -0.1180, -1.4285], [1.9470, 1.1179, 1.3700], [1.2085, 2.6194, 0.7620], [2.0463, 1.5123, -0.3403], [3.3376, 3.1262, 1.9280], [3.5096, 3.5117, 0.2157], [8.2628, 4.1174, -1.4118], [8.1576, 3.4267, -2.7601], [7.4589, 4.2543, -3.7032], [8.1830, 5.2746, -4.2585], [9.3595, 5.5058, -3.9917], [7.3399, 6.0470, -5.2723], [6.1029, 6.3661, -4.7946], [7.1325, 5.3340, -6.4163], [7.9107, 7.2236, -5.6565], [7.2710, 4.4083, -1.0519], [8.7296, 3.4593, -0.6755], [8.8573, 5.0342, -1.4793], [7.5758, 2.5043, -2.6520], [9.1429, 3.1426, -3.1491]],
  "forces_ev_per_a": [[-0.51, -0.27, 1.73], [-1.72, -0.74, -1.80], [0.66, 0.94, -1.01], [-0.03, 0.29, -2.24], [-0.69, 1.30, 0.59], [-3.62, -0.54, -0.35], [8.96, 0.36, 1.11], [-0.82, -0.93, 0.07], [-1.02, -2.68, -1.46], [-1.02, -0.77, -0.29], [1.20, -2.06, -0.98], [-0.12, 1.27, -2.26], [1.27, 1.43, 1.11], [-2.16, -1.23, 0.83], [-0.71, 2.18, 1.26], [1.89, -1.31, -0.36], [-0.88, 0.56, 2.37], [0.54, 1.48, -1.85], [-0.53, 0.33, 1.59], [-0.91, 0.66, 2.16], [-0.20, 0.36, 0.04], [0.88, -0.07, 0.25], [-1.11, 1.27, -1.12], [3.33, 0.07, 0.10], [-2.46, -1.54, 0.85], [-2.42, 0.12, -0.30], [0.95, 0.07, -0.76], [0.82, 0.66, 0.68], [0.98, -1.10, 0.26], [0.13, -0.13, -0.09], [-0.11, -0.04, -0.04], [0.10, -0.20, -0.05], [-0.41, 0.20, -0.14], [-0.29, 0.15, 0.12], [0.41, 0.04, 0.01], [-0.49, -0.03, -0.86], [1.40, 1.29, 0.91], [-1.69, 0.62, -2.74], [0.21, -1.90, 2.22], [1.53, -0.28, 2.04], [-0.61, 0.96, -0.51], [0.22, -0.11, -1.16], [-1.20, -0.64, -0.50], [-0.19, 0.03, -0.01], [0.00, 0.01, 0.14], [-0.22, 0.00, 0.02], [0.34, 0.10, 0.30], [0.30, -0.11, 0.11], [-0.19, -0.33, -0.17], [0.53, 0.52, -0.51], [-0.15, -1.97, 0.29], [2.43, 1.36, -1.64], [-2.33, 0.58, 1.72], [-1.89, -1.45, 1.18], [1.27, -0.08, -0.11], [0.23, 0.23, -1.17], [0.44, 1.42, 0.01], [0.16, 0.10, 0.08], [-0.05, -0.04, 0.10], [0.11, 0.16, 0.12], [-0.23, -0.39, 0.14], [-0.30, -0.17, -0.02], [0.02, -0.33, -0.24], [-0.80, 0.46, 0.02], [1.22, -0.76, -1.42], [-2.48, 2.04, -0.63], [1.63, -1.19, 2.19], [1.86, -1.83, 0.11], [-0.23, 1.05, -0.72], [-1.08, -0.09, -0.30], [-0.68, 0.92, 0.96], [0.00, 0.19, 0.05], [0.11, -0.02, 0.04], [0.01, 0.19, 0.11], [0.33, -0.29, -0.16], [0.10, -0.33, 0.00], [0.04, 0.40, -0.01], [0.37, -0.43, 0.66], [0.49, 1.45, -1.22], [2.16, -1.44, 1.93], [-2.80, -0.14, -0.99], [-1.40, 1.52, -1.67], [1.15, -0.47, -0.02], [0.43, 0.22, 1.11], [-0.17, -1.34, 0.71], [0.06, -0.18, -0.02], [-0.07, 0.00, -0.10], [0.00, -0.22, -0.03], [-0.11, 0.33, -0.31], [-0.20, 0.28, -0.03]]
}